[1]
C6H9F3KO4 as an isolated structure at a distorted geometry, computed with ωB97M-V/def2-TZVPD.

XYZ file:
```
23
Properties=species:S:1:pos:R:3
K 5.3593 -13.3749 -30.9256
O 3.1680 -12.2158 -29.7569
C 3.6401 -11.9643 -28.5090
C 4.0070 -10.4995 -28.0747
O 4.2374 -9.6332 -29.0511
H 4.6007 -12.5683 -28.3891
H 2.9355 -12.3851 -27.7377
H 4.9037 -10.6015 -27.4017
H 3.1504 -10.1490 -27.4343
C 3.6083 -15.8136 -28.9794
C 3.9307 -16.1810 -27.5554
O 3.0904 -17.2650 -27.0967
C 3.4353 -18.4621 -27.4700
O 4.3962 -18.7826 -28.1019
C 2.3926 -19.5073 -27.0250
F 3.0011 -20.6415 -26.6631
F 1.6398 -19.0908 -26.0073
F 1.5818 -19.7785 -28.0629
H 4.3190 -15.0721 -29.3325
H 2.6375 -15.3262 -29.0761
H 3.6079 -16.6906 -29.6296
H 3.7142 -15.3527 -26.8887
H 4.9781 -16.4615 -27.4533
```

**ΔE to the lowest compared entry with this formula, charge and spin**: 1.409 eV
**Calculated total energy**: -39032.964 eV
**Orbital gap**: 2.73 eV
**Net charge**: -1
**2S+1**: 1
**E_HOMO**: -1.41 eV

[2]
C6H9F3LaNO5PS as an isolated structure at a distorted geometry, computed with ωB97M-V/def2-TZVPD.

XYZ file:
```
27
Properties=species:S:1:pos:R:3
N -0.6622 -1.6726 -2.7291
P -1.0732 -0.2586 -1.9806
O 0.1164 0.8704 -2.5453
C -0.9463 -0.5619 -0.1221
O -1.6908 -1.6841 0.1690
S -0.7632 -2.8603 0.9385
O -0.9606 -2.7528 2.3300
O -1.0547 -4.1378 0.4419
O 0.6320 -2.2537 0.4067
C 0.4323 -0.8498 0.5487
C 1.6471 0.0160 0.3326
C 1.4376 1.4988 0.6746
C 0.6793 1.7317 1.9391
F 1.2554 1.3302 3.0439
C -0.5603 2.2772 1.9990
F -1.0192 3.1530 1.1447
F -1.4021 1.9277 2.9169
H -0.5045 -1.5135 -3.7250
H -1.4414 -2.3415 -2.6765
H -0.3311 1.7447 -2.4230
H -1.3110 0.3411 0.3803
H 0.1756 -0.7495 1.6166
H 2.0506 -0.0454 -0.6793
H 2.4379 -0.3710 0.9764
H 0.8944 2.0173 -0.1268
H 2.3929 2.0219 0.7698
La -0.4307 3.1225 -3.6211
```

**Calculated total energy**: -47190.942 eV
**Orbital gap**: 2.78 eV
**Net charge**: +3
**2S+1**: 1
**E_HOMO**: -18.00 eV

[3]
C6H9F5NO6PPbS2 as an isolated structure at a distorted geometry, computed with ωB97M-V/def2-TZVPD.

XYZ file:
```
31
Properties=species:S:1:pos:R:3
C -2.3082 -2.9260 1.0955
O -1.7829 -2.4845 -0.2056
C -0.4452 -1.8815 -0.0959
C -0.4568 -0.3038 0.4177
P -2.1290 0.3077 -0.3096
N -2.3097 2.0868 -0.1656
O -2.0693 -0.0796 -2.0422
O -0.3871 -0.4722 1.9073
S 1.2584 -0.6143 2.4293
O 1.3541 -2.1189 2.8848
O 1.7012 0.1340 3.7093
O 1.9260 -0.1791 0.9142
C 0.9059 0.6114 0.1480
S 0.8518 2.1896 1.2213
C 1.2606 1.0801 -1.3819
F 0.1617 1.9174 -1.9938
F 1.4201 -0.0784 -2.3380
C 2.6310 1.9752 -1.5332
F 3.0644 1.8178 -2.9720
F 2.3884 3.4583 -1.3764
F 3.7749 1.5099 -0.7164
H -2.8062 -1.9664 1.6009
H -1.4374 -3.3003 1.8030
H -3.1686 -3.7094 0.9487
H 0.2819 -2.5701 0.5372
H 0.0121 -1.8877 -1.1988
H -3.3330 2.2457 0.0796
H -2.1904 2.4960 -1.1382
H -2.1152 0.7599 -2.5870
H -0.2174 2.1259 2.1317
Pb 4.1639 -0.1440 -1.7739
```

**Calculated total energy**: -69906.576 eV
**Orbital gap**: 2.86 eV
**Net charge**: +2
**2S+1**: 1
**E_HOMO**: -14.21 eV

[4]
An isolated ion of composition C6H9FNO and charge +1 at a distorted geometry, computed with ωB97M-V/def2-TZVPD.

XYZ file:
```
18
Properties=species:S:1:pos:R:3
C -0.7079 1.4055 -0.4830
C 0.4597 0.5699 -0.1559
C 1.6969 1.2599 0.0185
C -0.6802 -1.2672 -0.3391
C -1.9264 1.1297 -0.0442
C 1.6052 -1.6651 0.3803
N 0.4531 -0.8210 0.0953
O 2.6620 0.8564 0.8022
F -3.0040 1.9396 -0.0108
H -0.5071 2.4091 -0.9245
H 1.6045 2.2498 -0.4780
H -0.8263 -2.3247 -0.3478
H -1.4340 -0.7735 -0.9537
H -1.9757 0.2585 0.6484
H 2.4884 -1.1843 -0.2435
H 1.9754 -1.6170 1.5114
H 1.4376 -2.6941 0.0253
H 3.3700 1.5811 0.6939
```

**ΔE to the lowest compared entry with this formula, charge and spin**: 4.045 eV
**Calculated total energy**: -12612.094 eV
**Orbital gap**: 7.42 eV
**Net charge**: +1
**2S+1**: 1
**E_HOMO**: -12.46 eV

[5]
C6H9FO as an isolated structure at a distorted geometry, computed with ωB97M-V/def2-TZVPD.

XYZ file:
```
17
Properties=species:S:1:pos:R:3
C 0.7591 -1.1429 -1.5500
C -0.0703 -0.4706 -0.5723
C -0.4487 0.8381 -0.7464
C -0.9438 1.5082 0.5380
C -1.3064 0.2019 1.2475
C -0.3549 -0.9775 0.6932
H 2.2425 -1.3749 -0.0150
H 0.2594 -1.8968 -2.1915
H 1.2758 -0.5161 -2.2786
H -0.3254 1.4399 -1.7131
H -1.6337 2.3085 0.6257
H -1.3807 0.4269 2.3811
H -2.3126 -0.1286 0.9703
H -0.8380 -2.0289 0.7442
H 0.5539 -1.0831 1.2204
O 1.8173 -1.9351 -1.0414
F 0.2012 2.0657 1.2141
```

**ΔE to the lowest compared entry with this formula, charge and spin**: 2.214 eV
**Calculated total energy**: -11129.898 eV
**Orbital gap**: 10.02 eV
**Net charge**: 0
**2S+1**: 1
**E_HOMO**: -9.38 eV

[6]
One molecule with the formula C6H9FO at a distorted geometry, computed with ωB97M-V/def2-TZVPD.

XYZ file:
```
17
Properties=species:S:1:pos:R:3
C 2.6455 -0.1354 -0.0936
C 1.2617 0.0403 0.2022
C 0.6145 1.1176 -0.2047
C -1.3156 0.4847 0.8699
C -1.1662 -0.9145 0.1867
C 0.3929 -1.1640 0.3064
H 3.1844 0.9050 -0.1424
H 2.9350 -0.6201 -1.1147
H 3.2229 -0.9037 0.4304
H 1.0233 1.8413 -0.9995
H -1.0962 0.6778 2.0191
H -2.4807 0.6725 0.7340
H -1.9069 -1.5488 0.6457
H 0.7872 -1.9598 1.1800
H 0.5684 -1.9895 -0.3938
O -0.7241 1.4005 -0.0742
F -1.6712 -0.5389 -1.0407
```

**ΔE to the lowest compared entry with this formula, charge and spin**: 2.678 eV
**Calculated total energy**: -11129.433 eV
**Orbital gap**: 9.28 eV
**Net charge**: 0
**2S+1**: 1
**E_HOMO**: -8.34 eV